Entry 1:
The molecule C4H4BrNO2 in a non-equilibrium geometry, computed with wB97M-V/def2-TZVPD.

Structure (XYZ):
```
12
Properties=species:S:1:pos:R:3:lowdin_charge:R:1
H -0.851 -1.521 1.060 0.124
H 0.641 -1.929 0.032 0.100
C -0.298 1.705 -0.620 -0.368
H 0.459 -0.118 2.025 0.022
C 0.410 0.106 1.006 -0.480
O -1.291 -1.189 -2.010 0.104
O 0.297 2.706 -0.656 0.206
Br 2.400 0.254 0.685 0.612
H -0.175 1.019 0.647 0.044
C -0.799 -0.553 -1.109 -0.483
C -0.158 -1.199 0.226 -0.085
N -0.635 0.719 -1.286 0.205
```

## Properties
relative energy (zero: lowest compared OMol25 entry of this formula, charge and spin) = 27.6 kcal/mol
gap between HOMO and LUMO = 9.48 eV
E_tot = -79837.645 eV

***

Entry 2:
The molecule C4H4BrNOS in a non-equilibrium geometry, computed with wB97M-V/def2-TZVPD.

Structure (XYZ):
```
12
Properties=species:S:1:pos:R:3:lowdin_charge:R:1
H 0.577 -2.022 0.577 0.075
H -1.207 3.338 -0.533 0.081
S -3.286 2.031 -0.708 1.003
O -1.181 -0.961 0.578 -0.112
C 0.100 -1.313 -0.067 -0.036
H -0.161 -1.747 -1.112 0.121
H 0.689 -0.425 -0.269 0.067
C -3.001 0.441 -0.109 -0.939
C -1.649 0.248 0.110 -0.523
C -1.637 2.341 -0.558 -0.484
N -0.919 1.337 -0.123 0.044
Br -4.342 -0.896 0.087 0.704
```

## Properties
relative energy (zero: lowest compared OMol25 entry of this formula, charge and spin) = 14.9 kcal/mol
gap between HOMO and LUMO = 9.40 eV
E_tot = -88626.996 eV

***

Entry 3:
The molecule C4H4BrNS in a non-equilibrium geometry, computed with wB97M-V/def2-TZVPD.

Structure (XYZ):
```
11
Properties=species:S:1:pos:R:3:lowdin_charge:R:1
N -1.648 0.890 -0.467 0.094
H 0.920 1.093 -1.619 0.134
H 2.734 -0.622 -0.582 0.014
H -2.453 0.555 0.068 0.111
C 0.767 0.276 -0.835 -0.222
S 1.455 -1.389 1.146 0.871
C 1.746 -0.601 -0.339 -0.434
C -0.228 -1.149 1.240 -0.988
C -0.439 0.325 -0.259 -0.223
Br -1.131 -0.906 2.871 0.552
H -1.724 1.528 -1.223 0.091
```

## Properties
relative energy (zero: lowest compared OMol25 entry of this formula, charge and spin) = 66.5 kcal/mol
gap between HOMO and LUMO (spin up / spin down) = 6.94 / 6.95 eV
E_tot = -86576.139 eV

***

What is the relative energy (zero: lowest compared OMol25 entry of this formula, charge and spin) in the third record? 66.5 kcal/mol